{
  "formula": "C35H52OP4SSc",
  "method": "ωB97M-V/def2-TZVPD",
  "spin_multiplicity": 1,
  "total_charge": 3,
  "homo_energy_ev": -15.19,
  "species": ["Sc", "S", "P", "P", "P", "P", "O", "C", "C", "C", "C", "C", "C", "C", "C", "C", "C", "C", "C", "C", "C", "C", "C", "C", "C", "C", "C", "C", "C", "C", "C", "C", "C", "C", "C", "C", "C", "C", "C", "C", "C", "C", "H", "H", "H", "H", "H", "H", "H", "H", "H", "H", "H", "H", "H", "H", "H", "H", "H", "H", "H", "H", "H", "H", "H", "H", "H", "H", "H", "H", "H", "H", "H", "H", "H", "H", "H", "H", "H", "H", "H", "H", "H", "H", "H", "H", "H", "H", "H", "H", "H", "H", "H", "H"],
  "coordinates": [[0.687102, 0.122159, -0.426132], [3.196071, 2.410937, -1.318710], [1.589598, -0.548577, 2.043160], [-2.519435, -0.110944, 1.139186], [-0.215158, -2.319169, -1.553879], [3.037648, -0.955148, -1.261642], [-1.110045, -0.196660, 0.471007], [4.036449, 3.541472, -2.366683], [2.685010, -1.984434, 2.414343], [-2.865425, 1.921574, 4.698197], [-2.186496, -2.830880, 1.962098], [0.203271, -2.632757, -3.309084], [4.546489, -0.345598, -0.383826], [-2.654504, -3.971542, 2.627056], [0.173100, -3.957469, -0.792865], [-2.033315, -2.516322, -1.647685], [-4.667540, -2.776969, 3.290261], [-2.874456, 0.892256, 3.757913], [-0.250502, 1.737261, -1.912846], [2.534358, 0.841081, 2.769323], [5.187078, 4.168372, -1.825980], [-2.628881, 3.242820, 4.306133], [-2.469253, 3.538604, 2.948175], [-4.837981, -0.750110, -0.298589], [-5.493567, 0.381841, -2.324836], [-4.475133, 1.316286, -2.130820], [-4.203527, -1.650465, 2.620800], [-3.614903, 1.193559, -1.034688], [-3.887644, -3.943814, 3.290658], [4.281691, 4.919043, -4.370069], [-2.641907, 1.179305, 2.394162], [-2.528793, 2.520356, 1.995991], [3.423693, -2.742431, -1.126074], [0.332126, -0.793896, 3.355080], [3.554006, 3.967588, -3.626484], [-5.678796, -0.647688, -1.405103], [5.904235, 5.103029, -2.567777], [-0.237726, 2.465742, -0.730054], [5.474855, 5.445765, -3.861373], [-2.955086, -1.651225, 1.956423], [3.366442, -0.696839, -3.055553], [-3.786778, 0.165398, -0.093314], [-1.157928, 2.688781, -0.192928], [3.126331, 0.326333, -3.370526], [2.735201, -3.335724, -1.731697], [4.429060, -0.890908, -3.268917], [2.882137, 0.615007, 3.788775], [-3.027202, 1.676518, 5.744461], [0.793363, -1.036458, 4.321273], [4.390329, 0.653488, 0.029392], [-0.275277, 0.108365, 3.477237], [-4.239374, -4.834872, 3.811085], [0.015990, -1.721120, -3.887253], [-2.492240, 2.783300, 0.936220], [2.593967, 3.589826, -3.999186], [-2.459105, -2.755063, -0.669225], [1.243263, -4.065800, -0.600137], [-4.967703, -1.597644, 0.368459], [1.253560, -2.911867, -3.435666], [1.887535, 1.727548, 2.805363], [6.788505, 5.577733, -2.125408], [3.668213, -1.882905, 1.944212], [-0.346446, -4.072939, 0.164292], [3.345777, -3.056278, -0.079117], [-4.829552, -0.759566, 2.618609], [-2.506071, -1.599716, -2.007824], [-6.439335, -1.413961, -1.558827], [2.746679, -1.386631, -3.646088], [2.004128, 2.041113, -1.866007], [4.448755, -2.907483, -1.476492], [-2.526127, 4.027801, 5.059908], [-2.045548, -4.879885, 2.614072], [6.056272, 6.157415, -4.447297], [-2.294786, 4.568338, 2.631972], [-0.147966, -4.780037, -1.443187], [3.891776, 5.260334, -5.338325], [-1.165519, 1.271587, -2.321437], [-2.291569, -3.326490, -2.335309], [2.831481, -2.101584, 3.496015], [2.225809, -2.903952, 2.033407], [0.591000, 1.777227, -2.642970], [-4.306032, 2.108834, -2.867001], [5.357799, -0.279699, -1.110304], [3.396041, 1.081112, 2.134125], [4.829573, -1.026883, 0.433764], [-6.088259, 0.405289, -3.229827], [-0.434011, -3.429936, -3.710111], [0.652892, 3.003591, -0.363771], [-2.754287, 1.859766, -0.960673], [5.473560, 3.931587, -0.805539], [-0.349790, -1.611049, 3.101578], [-3.065424, -0.128147, 4.090185], [-5.634175, -2.748392, 3.807152], [-1.211638, -2.847415, 1.463593]],
  "forces_ev_per_angstrom": [[-0.814, -2.714, 1.208], [-0.447, -0.619, 1.112], [0.707, -0.143, 1.777], [-0.897, -0.588, 0.804], [-0.484, -1.113, -0.454], [1.365, -0.212, -0.259], [0.370, 0.654, -0.082], [0.266, 1.974, -1.626], [0.013, -0.228, -0.562], [-0.004, 0.071, -0.200], [-0.244, 0.314, 0.110], [0.186, 0.326, -0.124], [-0.202, 0.278, 0.380], [-0.011, 0.256, -0.146], [0.415, 0.171, 0.436], [-0.240, 0.498, 0.110], [0.240, -0.298, -0.055], [0.287, 0.134, -0.250], [-0.396, 2.058, 0.656], [0.085, 0.332, -0.327], [-0.689, -0.582, -0.006], [0.290, -0.260, -0.115], [-0.075, -0.009, 0.008], [0.202, -0.039, 0.015], [0.215, -0.160, 0.070], [0.358, 0.008, 0.091], [0.120, -0.106, -0.010], [-0.131, -0.081, -0.291], [0.101, 0.161, -0.099], [-0.084, -0.324, 0.363], [-0.098, 0.165, 0.201], [0.239, 0.157, 0.224], [-0.494, -0.084, 0.098], [-0.510, -0.028, -0.219], [0.299, -0.057, 0.403], [0.214, 0.085, 0.132], [-0.236, -0.103, -0.371], [-0.196, 0.008, -2.535], [-0.159, -0.096, 0.318], [-0.254, -0.466, 0.330], [-0.187, 0.183, -0.106], [-0.118, -0.183, -0.978], [0.407, -0.544, -0.002], [0.176, -0.246, 0.087], [0.254, 0.015, 0.043], [-0.358, 0.024, 0.091], [-0.164, -0.042, -0.357], [0.006, 0.099, -0.163], [0.150, 0.145, -0.335], [0.171, -0.353, -0.053], [0.124, -0.059, -0.041], [0.087, 0.245, -0.146], [0.044, -0.158, -0.046], [-0.117, -0.039, 0.524], [0.464, 0.114, 0.021], [0.127, 0.095, -0.094], [-0.244, -0.076, -0.030], [-0.009, 0.213, -0.144], [-0.205, 0.000, 0.005], [0.151, -0.120, 0.070], [-0.412, -0.268, -0.259], [-0.212, 0.043, 0.115], [0.074, 0.066, -0.234], [0.065, -0.034, -0.263], [0.144, -0.110, -0.015], [-0.040, -0.038, -0.006], [0.144, 0.316, 0.016], [0.255, 0.168, 0.190], [1.128, 0.892, -0.489], [-0.183, 0.096, 0.048], [-0.209, -0.243, -0.310], [-0.288, 0.297, 0.089], [-0.233, -0.158, 0.153], [-0.180, -0.289, 0.083], [-0.007, 0.318, -0.048], [0.249, -0.247, 0.481], [0.336, 0.259, 0.481], [0.191, 0.048, 0.074], [-0.156, 0.243, -0.247], [0.055, 0.090, 0.109], [-0.548, -0.264, 0.685], [-0.128, -0.288, 0.318], [0.034, -0.081, 0.077], [-0.102, -0.023, 0.220], [-0.095, 0.130, -0.462], [-0.095, 0.163, 0.126], [0.188, 0.129, 0.157], [-0.196, -0.291, -0.344], [-0.496, -0.047, 0.003], [0.164, 0.023, -0.118], [0.170, 0.126, 0.037], [0.254, 0.332, -0.069], [0.467, -0.040, -0.252], [-0.403, 0.031, 0.195]]
}

***

{
  "formula": "C35H52P4SeV",
  "method": "ωB97M-V/def2-TZVPD",
  "spin_multiplicity": 3,
  "total_charge": 3,
  "homo_energy_ev": [-16.07, -15.98],
  "species": ["Se", "V", "P", "P", "P", "P", "C", "C", "C", "C", "C", "C", "C", "C", "C", "C", "C", "C", "C", "C", "C", "C", "C", "C", "C", "C", "C", "C", "C", "C", "C", "C", "C", "C", "C", "C", "C", "C", "C", "C", "C", "H", "H", "H", "H", "H", "H", "H", "H", "H", "H", "H", "H", "H", "H", "H", "H", "H", "H", "H", "H", "H", "H", "H", "H", "H", "H", "H", "H", "H", "H", "H", "H", "H", "H", "H", "H", "H", "H", "H", "H", "H", "H", "H", "H", "H", "H", "H", "H", "H", "H", "H", "H"],
  "coordinates": [[-0.262779, -4.155764, -0.764202], [-0.343789, -0.307596, -0.259633], [-2.837395, 0.084921, -0.137227], [2.055715, -0.392320, -0.100971], [-0.121379, 2.178977, 0.457108], [-0.288535, -0.214114, -2.726468], [-0.164153, -1.899012, -3.441883], [-3.783294, -0.234251, 1.421685], [-5.278215, -0.473184, 3.795420], [0.231432, -6.349578, 2.816870], [0.874327, -7.814482, 0.991409], [-4.662632, -0.706064, -2.214590], [-5.176456, -1.659568, -3.098454], [-4.821855, -1.172878, 1.514402], [1.143495, 2.588221, 1.736829], [0.671900, -6.768667, 0.084235], [0.441379, 3.185322, -0.983437], [-3.672827, -1.078464, -1.291613], [-3.135714, 2.398379, -1.704015], [-3.682268, 1.661924, -0.634319], [-4.842984, 2.158528, -0.011045], [-4.711905, -2.976111, -3.078509], [-3.492723, 0.564052, 2.545483], [2.761407, -1.866611, -0.931086], [2.836360, -0.566832, 1.555658], [-4.204506, 0.414446, 3.734575], [-4.908953, 4.028908, -1.559582], [-1.645858, 0.343848, -3.839168], [-0.304135, -1.657599, 1.666342], [0.193972, -5.517011, 0.527204], [-0.318109, -0.363734, 2.255112], [-1.430621, 3.323136, 1.064113], [3.164072, 0.910705, -0.785752], [1.112780, 0.605106, -3.591749], [-5.585254, -1.267864, 2.685031], [-3.769891, 3.539326, -2.190648], [0.006250, -5.308046, 1.909748], [-5.429045, 3.346452, -0.462349], [-3.257346, -2.416637, -1.239828], [0.643444, -7.608439, 2.359649], [-3.736971, -3.348016, -2.152951], [-0.323403, -4.331831, 2.261214], [2.156887, -2.760196, -0.730803], [-5.301261, 1.631145, 0.826855], [2.806143, -1.713486, -2.015678], [-5.949209, -1.360119, -3.806918], [-5.053910, -1.827756, 0.674767], [-3.918502, 1.003420, 4.610172], [2.062117, 0.105610, -3.373715], [-6.304416, 3.727330, 0.053232], [0.604242, -2.253869, 1.791003], [0.945081, 0.559316, -4.676585], [-3.353280, -4.369476, -2.122233], [1.409828, 2.840773, -1.355995], [-2.621009, 0.035933, -3.446386], [-1.236273, -0.008150, 2.719110], [2.410357, -1.408947, 2.108814], [0.600799, 0.026692, 2.692274], [-0.162215, -1.837334, -4.539581], [1.212348, -8.787552, 0.631700], [-5.391385, 4.934667, -1.925074], [-2.195578, 2.073623, -2.157716], [-0.288715, 3.114428, -1.797303], [0.861197, -6.910771, -0.977486], [0.959024, 3.604713, 2.108587], [3.043189, 1.867946, -0.269495], [-5.875074, -0.548073, 4.703448], [1.182044, 1.658720, -3.300974], [-1.238484, -2.224754, 1.595528], [2.981745, 1.064446, -1.853274], [-1.635902, 1.430313, -3.977288], [-1.030275, -2.491095, -3.122048], [0.079929, -6.178806, 3.888640], [3.777021, -2.024546, -0.544668], [4.203878, 0.579366, -0.654605], [-2.540574, -2.735095, -0.474307], [2.166277, 2.537315, 1.350395], [-3.360081, 4.047050, -3.064491], [1.055478, 1.902769, 2.584031], [-2.106436, 3.613893, 0.250714], [-2.685153, 1.295927, 2.495563], [-5.113503, -3.714102, -3.775518], [-0.959068, 4.220650, 1.497169], [-6.423030, -1.957672, 2.721246], [0.788609, -8.429032, 3.069394], [0.118435, -2.787413, -0.051701], [-5.033271, 0.321329, -2.244891], [0.525475, 4.237102, -0.681625], [-1.522549, -0.116699, -4.829530], [3.910105, -0.749700, 1.407891], [-2.031126, 2.859261, 1.849005], [0.745068, -2.403949, -3.098397], [2.712642, 0.342619, 2.155157]],
  "forces_ev_per_angstrom": [[0.935, -0.785, 0.872], [-0.932, 0.841, 2.252], [-2.844, 0.427, -0.121], [2.362, 0.039, 0.099], [0.406, 0.957, -0.008], [-0.115, 0.028, -2.216], [0.161, -0.388, 0.455], [0.422, -0.171, 0.580], [-0.037, -0.221, -0.289], [-0.310, 1.143, -0.210], [-0.035, 0.619, -0.876], [0.184, -0.143, 0.144], [-0.029, 0.026, 0.100], [0.081, 0.076, 0.017], [0.102, -0.101, 0.055], [-0.067, -1.018, -0.201], [0.073, -0.155, 0.045], [0.151, -0.266, -0.078], [-0.142, -0.239, 0.205], [0.575, 0.698, -0.178], [0.219, -0.173, -0.093], [0.039, 0.072, -0.048], [-0.017, -0.368, 0.008], [-0.081, -0.139, -0.104], [-0.201, 0.020, 0.163], [0.102, 0.193, -0.113], [-0.088, -0.104, 0.050], [-0.412, 0.226, 0.140], [0.128, 1.712, 0.861], [-0.064, 1.036, -0.195], [-0.084, -1.907, -0.699], [-0.498, -0.162, 0.087], [-0.051, 0.060, -0.176], [0.140, 0.062, 0.140], [0.313, 0.348, 0.042], [0.295, -0.090, -0.079], [0.124, -0.285, 1.156], [0.176, -0.242, -0.003], [0.194, 0.258, -0.309], [0.029, -0.139, -0.017], [-0.046, -0.175, 0.128], [0.018, -0.329, 0.051], [0.329, 0.173, -0.043], [0.165, 0.164, -0.263], [0.017, -0.060, 0.203], [0.198, -0.129, 0.182], [-0.014, 0.237, 0.200], [-0.217, -0.139, -0.324], [-0.183, 0.090, -0.082], [0.067, -0.054, -0.096], [-0.241, 0.120, -0.268], [-0.045, -0.064, 0.302], [-0.261, 0.204, -0.036], [-0.158, 0.122, 0.066], [0.204, 0.148, -0.112], [0.174, 0.078, -0.542], [0.173, 0.140, -0.053], [-0.264, -0.160, -0.381], [0.081, 0.006, 0.379], [-0.066, 0.344, 0.075], [0.120, -0.225, 0.114], [-0.447, 0.091, 0.172], [0.086, 0.046, 0.183], [-0.024, -0.140, 0.193], [0.158, -0.276, -0.190], [0.044, -0.296, -0.125], [0.176, -0.023, -0.213], [0.022, -0.198, -0.077], [0.103, 0.233, 0.010], [0.091, 0.009, 0.293], [-0.006, -0.227, 0.069], [0.053, 0.098, -0.170], [0.021, -0.063, -0.502], [-0.231, -0.011, -0.201], [-0.286, 0.026, -0.012], [-0.216, 0.132, -0.150], [-0.244, 0.025, 0.128], [-0.089, -0.036, 0.278], [0.040, 0.281, -0.096], [0.216, -0.084, 0.245], [-0.395, -0.230, 0.067], [0.137, 0.267, 0.195], [-0.053, -0.385, -0.340], [0.149, 0.068, 0.016], [-0.039, 0.322, -0.273], [-0.620, -1.406, -0.242], [0.147, -0.354, -0.032], [0.012, -0.230, -0.061], [0.176, 0.075, 0.342], [-0.316, 0.083, 0.010], [0.070, 0.189, -0.124], [-0.076, 0.000, -0.162], [0.082, -0.225, -0.188]]
}

***

In order of appearance, calculated total energy = -107855.199, -165300.972 eV.